(1)
Molecular formula: C4H9NO2
Method: DFT, ωB97M-V with the def2-TZVPD basis set

```
! wB97M-V def2-TZVPD RIJCOSX def2/J DEFGRID3
* xyz 0 1
C -1.20 1.44 -0.10
C -0.37 0.25 0.35
C -1.06 -1.07 0.03
O -0.29 -2.18 0.43
N 0.94 0.29 -0.29
C 2.10 -0.02 0.20
O 2.98 0.11 -0.72
H -0.71 2.39 0.16
H -2.19 1.42 0.38
H -1.35 1.42 -1.19
H -0.22 0.29 1.44
H -2.00 -1.13 0.59
H -1.30 -1.11 -1.05
H 0.48 -2.22 -0.16
H 1.84 0.44 -1.28
H 2.34 -0.32 1.22
*
```

HOMO: -9.6333 eV
LUMO level: 1.0 eV
Energy above the lowest of the compared OMol25 structures with the same formula, charge and spin: 276.0 kJ/mol
Gap between HOMO and LUMO: 10.6 eV
E: -9877.2000 eV

(2)
Molecular formula: CH3IO2
Method: DFT, ωB97M-V with the def2-TZVPD basis set

```
! wB97M-V def2-TZVPD RIJCOSX def2/J DEFGRID3
* xyz 0 1
C 0.05 -0.42 -0.06
O 0.07 0.31 -1.02
O -0.37 1.30 1.88
I 0.66 2.51 0.87
H -0.86 -0.82 0.16
H 1.00 -0.47 0.51
H 0.40 1.61 -0.50
*
```

HOMO: -8.8976 eV
LUMO level: 0.0 eV
Energy above the lowest of the compared OMol25 structures with the same formula, charge and spin: 459.6 kJ/mol
Gap between HOMO and LUMO: 8.9 eV
E: -13276.4840 eV

(3)
Molecular formula: C5H5NO
Method: DFT, ωB97M-V with the def2-TZVPD basis set

```
! wB97M-V def2-TZVPD RIJCOSX def2/J DEFGRID3
* xyz 0 1
O 2.54 0.04 0.09
C 1.21 0.02 0.00
C 0.34 1.11 0.00
C -1.11 1.06 -0.06
C -1.59 -0.24 0.11
C -0.76 -1.31 -0.01
N 0.63 -1.11 -0.06
H 3.04 -0.84 -0.13
H 0.99 2.13 -0.04
H -1.69 2.05 -0.04
H -2.69 -0.51 0.18
H -0.92 -2.41 -0.03
*
```

HOMO: -9.2263 eV
LUMO level: 0.9 eV
SMILES: Oc1ccccn1
Energy above the lowest of the compared OMol25 structures with the same formula, charge and spin: 119.4 kJ/mol
Gap between HOMO and LUMO: 10.1 eV
E: -8802.1811 eV

(4)
Molecular formula: C18H27ClN2PbS
Method: DFT, ωB97M-V with the def2-TZVPD basis set

```
! wB97M-V def2-TZVPD RIJCOSX def2/J DEFGRID3
* xyz -2 1
Pb 0.52 3.73 1.48
Cl -1.07 1.98 2.38
C 0.16 4.14 -0.85
C 0.49 3.22 -1.84
C 0.19 3.54 -3.18
C -0.41 4.76 -3.51
C -0.69 5.69 -2.49
C -0.40 5.36 -1.15
H 0.96 2.27 -1.60
H 0.41 2.83 -3.97
H -1.15 6.65 -2.74
H -0.65 6.07 -0.35
C -0.79 5.07 -4.94
H -0.93 6.15 -5.09
H -1.73 4.57 -5.22
H -0.03 4.72 -5.65
C -0.82 -3.87 1.09
N -0.89 -2.54 1.43
H 0.87 -4.97 0.19
N 1.05 -2.84 0.57
H -1.62 -4.56 1.28
C -2.02 -1.84 2.07
C -3.16 -2.79 2.38
C -1.49 -1.21 3.35
H -2.83 -3.59 3.04
H -3.94 -2.21 2.89
H -3.58 -3.20 1.46
H -3.35 -0.23 1.57
H -2.83 -1.22 0.18
H -0.70 -0.49 3.14
C -2.50 -0.76 1.12
H -1.10 -2.00 4.01
H -2.30 -0.69 3.86
H -1.71 -0.03 0.91
C 0.41 -4.07 0.56
C 3.21 -2.08 1.37
H 3.26 -2.88 2.12
H 4.22 -1.82 1.06
C 2.43 -2.55 0.15
H 3.41 -1.14 -1.13
C 3.06 -3.78 -0.46
H 2.51 -4.11 -1.35
H 2.73 -1.20 1.82
H 1.89 -0.53 -0.40
H 3.12 -4.60 0.27
H 4.08 -3.53 -0.77
C 2.38 -1.41 -0.84
H 1.83 -1.71 -1.74
C 0.25 -1.90 1.10
S -0.74 5.59 2.43
*
```

HOMO: 0.7846 eV
LUMO level: 4.0 eV
Gap between HOMO and LUMO: 3.2 eV
E: -50689.3797 eV

(5)
Molecular formula: C27H18FeN6O3
Method: DFT, ωB97M-V with the def2-TZVPD basis set

```
! wB97M-V def2-TZVPD RIJCOSX def2/J DEFGRID3
* xyz 1 2
Fe 0.19 0.82 -0.52
C 4.36 0.96 0.59
C 4.34 1.95 1.55
C 3.13 2.57 1.85
C 1.99 2.17 1.18
N 2.01 1.19 0.27
C 3.17 0.61 -0.03
C 0.66 2.81 1.37
C 0.37 3.90 2.18
C -0.92 4.40 2.15
C -1.88 3.84 1.32
C -1.51 2.76 0.53
N -0.28 2.27 0.60
C -2.35 2.07 -0.48
C -3.67 2.41 -0.75
C -4.34 1.75 -1.76
C -3.67 0.77 -2.48
C -2.36 0.48 -2.14
N -1.71 1.10 -1.16
H 5.27 0.46 0.31
H 5.25 2.25 2.05
H 3.09 3.37 2.58
H 3.14 -0.16 -0.79
H 1.12 4.35 2.80
H -1.18 5.25 2.77
H -2.88 4.26 1.27
H -4.16 3.19 -0.19
H -5.36 2.00 -2.00
H -4.14 0.23 -3.29
H -1.80 -0.28 -2.67
O -0.71 -5.71 2.09
N -0.24 -5.68 0.97
O -0.01 -6.66 0.30
C -0.03 -4.36 0.33
C 0.45 -4.40 -0.93
C 0.71 -3.20 -1.66
C 1.21 -3.17 -2.97
C 1.41 -1.95 -3.58
C 1.12 -0.77 -2.87
N 0.65 -0.79 -1.64
C 0.44 -1.98 -1.04
C -0.07 -1.94 0.31
N -0.28 -0.69 0.80
C -0.75 -0.58 2.02
C -1.04 -1.69 2.82
C -0.82 -2.95 2.34
C -0.32 -3.12 1.03
H 0.64 -5.36 -1.38
H 1.42 -4.09 -3.49
H 1.80 -1.88 -4.58
H 1.25 0.23 -3.28
H -0.92 0.43 2.39
H -1.42 -1.54 3.82
H -1.04 -3.82 2.95
O 0.68 1.93 -1.89
*
```

HOMO (spin up / spin down): -10.3173 / -9.8407 eV
LUMO level (spin up / spin down): -3.7 / -3.7 eV
Energy above the lowest of the compared OMol25 structures with the same formula, charge and spin: 3.8 kJ/mol
Gap between HOMO and LUMO (spin up / spin down): 6.7 / 6.2 eV
E: -77754.5690 eV

(6)
Molecular formula: C78H205N13O31
Method: DFT, ωB97M-V with the def2-TZVPD basis set

```
! wB97M-V def2-TZVPD RIJCOSX def2/J DEFGRID3
* xyz 0 1
O 1.61 3.29 6.31
H 2.38 3.44 6.85
H 1.66 2.36 6.08
O -3.03 5.47 1.86
H -2.49 6.03 1.31
H -2.66 5.55 2.74
O -3.85 2.90 1.07
H -3.46 3.73 1.33
H -4.25 2.56 1.87
O 1.51 0.39 2.68
H 0.93 0.39 1.93
H 1.73 1.31 2.82
O -1.79 5.72 4.21
H -2.18 5.72 5.09
H -0.85 5.72 4.37
C 5.31 -7.33 -5.49
O 4.68 -6.14 -5.55
C 5.54 -5.13 -6.13
C 4.78 -3.77 -6.19
N 4.70 -3.13 -4.87
C 4.15 -1.75 -4.80
C 3.69 -1.32 -3.37
O 2.72 -2.24 -2.96
C 2.03 -1.84 -1.84
H 4.69 -8.07 -5.00
H 6.33 -7.35 -5.11
H 5.40 -7.70 -6.51
H 5.69 -5.48 -7.15
H 6.52 -4.98 -5.68
H 3.71 -3.85 -6.43
H 5.30 -3.11 -6.88
H 4.21 -3.75 -4.25
H 3.22 -1.72 -5.38
H 4.83 -1.06 -5.31
H 3.17 -0.37 -3.49
H 4.54 -1.19 -2.71
H 1.19 -1.20 -2.10
H 2.62 -1.32 -1.09
H 1.40 -2.59 -1.38
C -9.04 -1.10 9.26
O -8.44 -0.92 7.95
C -7.17 -0.26 8.03
C -6.73 0.08 6.60
N -5.45 0.72 6.47
C -4.28 -0.08 6.81
C -3.07 0.72 6.38
O -2.82 0.79 4.96
C -1.49 1.12 4.63
H -10.01 -1.60 9.21
H -9.21 -0.16 9.80
H -8.42 -1.69 9.93
H -6.45 -0.85 8.59
H -7.32 0.63 8.65
H -7.47 0.79 6.21
H -6.75 -0.84 6.02
H -5.35 0.98 5.49
H -4.23 -0.99 6.20
H -4.25 -0.39 7.85
H -2.18 0.24 6.81
H -3.12 1.75 6.72
H -1.61 1.30 3.56
H -0.84 0.28 4.90
H -1.14 1.99 5.18
C 3.18 -7.12 6.38
O 3.10 -5.71 6.14
C 2.88 -4.87 7.31
C 2.87 -3.43 6.92
N 1.75 -3.08 6.14
C 1.76 -1.77 5.51
C 1.84 -0.58 6.39
O 2.16 0.65 5.67
C 3.52 0.74 5.23
H 2.52 -7.57 7.12
H 4.21 -7.38 6.63
H 2.93 -7.60 5.43
H 3.66 -5.01 8.06
H 1.96 -5.23 7.78
H 3.79 -3.18 6.40
H 2.92 -2.84 7.83
H 1.45 -3.83 5.54
H 0.85 -1.67 4.92
H 2.59 -1.79 4.81
H 2.46 -0.81 7.26
H 0.84 -0.40 6.77
H 4.24 0.88 6.05
H 3.61 1.66 4.66
H 3.78 -0.11 4.59
C 3.87 2.45 -0.46
O 3.97 3.42 -1.50
C 4.97 3.12 -2.37
C 4.90 4.12 -3.59
N 5.80 3.85 -4.67
C 5.95 4.91 -5.64
C 4.60 5.07 -6.40
O 3.61 5.93 -5.71
C 2.51 6.15 -6.61
H 3.90 1.41 -0.79
H 2.91 2.61 0.01
H 4.56 2.69 0.34
H 4.91 2.08 -2.67
H 5.85 3.41 -1.80
H 5.03 5.13 -3.19
H 3.96 4.02 -4.12
H 6.73 3.66 -4.30
H 6.63 4.57 -6.42
H 6.27 5.83 -5.15
H 4.25 4.08 -6.71
H 4.83 5.57 -7.34
H 2.16 5.19 -6.99
H 2.73 6.77 -7.48
H 1.64 6.64 -6.17
C -3.19 5.21 7.19
O -2.05 6.04 6.79
C -0.88 5.97 7.66
C 0.32 6.62 6.84
N 0.69 5.88 5.60
C 1.87 6.46 5.03
C 1.63 7.66 4.11
O 2.88 8.20 3.69
C 3.50 9.07 4.60
H -2.93 4.16 7.11
H -4.10 5.54 6.70
H -3.43 5.34 8.24
H -0.74 4.91 7.87
H -1.12 6.37 8.65
H 1.21 6.77 7.45
H 0.00 7.61 6.52
H 0.93 4.92 5.79
H 2.34 5.70 4.42
H 2.72 6.59 5.70
H 1.01 8.46 4.52
H 1.14 7.24 3.24
H 4.46 9.22 4.09
H 3.66 8.55 5.54
H 2.97 10.02 4.70
C 5.26 4.65 3.50
O 5.93 5.90 3.44
C 6.63 6.12 2.25
C 5.73 6.67 1.09
N 5.14 7.94 1.45
C 4.24 8.58 0.44
C 5.07 9.04 -0.79
O 5.33 7.96 -1.62
C 5.83 8.42 -2.91
H 4.34 4.71 4.08
H 5.95 3.94 3.95
H 5.08 4.33 2.47
H 7.16 5.21 1.98
H 7.41 6.84 2.51
H 4.93 5.97 0.84
H 6.29 6.71 0.16
H 4.52 7.77 2.23
H 3.70 9.42 0.88
H 3.44 7.97 0.02
H 5.98 9.53 -0.44
H 4.48 9.76 -1.35
H 5.08 9.06 -3.38
H 5.90 7.55 -3.56
H 6.71 9.06 -2.99
C -0.95 4.03 -2.66
O -1.69 2.93 -3.16
C -3.06 2.98 -2.92
C -3.72 1.86 -3.68
N -3.57 1.89 -5.20
C -4.01 0.67 -5.84
C -3.79 0.87 -7.31
O -2.37 1.11 -7.53
C -1.93 1.11 -8.86
H -1.25 4.97 -3.12
H 0.11 3.85 -2.83
H -1.10 4.06 -1.59
H -3.44 3.98 -3.15
H -3.23 2.77 -1.86
H -4.79 1.85 -3.48
H -3.37 0.89 -3.32
H -2.63 2.10 -5.49
H -5.10 0.63 -5.74
H -3.58 -0.24 -5.42
H -4.30 1.75 -7.68
H -4.21 0.01 -7.83
H -0.91 1.45 -9.04
H -2.61 1.74 -9.44
H -2.04 0.17 -9.39
C 1.63 -5.35 -2.96
O 0.41 -6.09 -2.71
C -0.07 -5.92 -1.39
C -1.53 -6.36 -1.35
N -1.50 -7.81 -1.10
C -2.88 -8.26 -1.10
C -3.04 -9.80 -1.04
O -2.56 -10.42 -2.22
C -2.89 -11.78 -2.27
H 1.78 -5.46 -4.04
H 2.49 -5.86 -2.51
H 1.56 -4.29 -2.76
H -0.19 -4.90 -1.04
H 0.66 -6.43 -0.76
H -2.06 -6.11 -2.27
H -2.01 -5.94 -0.46
H -0.97 -8.22 -1.85
H -3.33 -7.90 -2.03
H -3.42 -7.82 -0.26
H -4.07 -10.12 -0.88
H -2.44 -10.22 -0.24
H -2.54 -12.36 -1.42
H -2.43 -12.23 -3.15
H -3.97 -11.94 -2.33
C -0.86 -2.20 -10.23
O -0.29 -1.65 -9.03
C -0.14 -2.63 -8.02
C 0.24 -1.86 -6.68
N -0.93 -1.27 -5.99
C -0.63 -0.50 -4.74
C 0.01 0.88 -4.96
O 1.29 0.77 -5.60
C 1.98 2.04 -5.70
H -0.12 -2.86 -10.68
H -1.14 -1.38 -10.90
H -1.69 -2.88 -10.07
H 0.67 -3.33 -8.21
H -1.02 -3.25 -7.86
H 0.92 -1.02 -6.84
H 0.81 -2.45 -5.96
H -1.42 -0.58 -6.54
H -0.06 -1.11 -4.03
H -1.55 -0.27 -4.20
H 0.20 1.36 -4.00
H -0.65 1.55 -5.50
H 2.08 2.58 -4.76
H 1.53 2.68 -6.45
H 2.97 1.87 -6.12
C -2.01 -4.72 -5.22
O -3.23 -4.41 -4.56
C -4.35 -5.31 -4.67
C -5.65 -4.56 -4.49
N -5.53 -3.88 -3.19
C -6.59 -2.90 -2.83
C -6.27 -1.54 -3.47
O -5.13 -0.87 -2.84
C -5.51 -0.33 -1.54
H -2.11 -4.52 -6.29
H -1.66 -5.74 -5.04
H -1.27 -4.01 -4.87
H -4.27 -6.10 -3.91
H -4.44 -5.78 -5.65
H -6.53 -5.20 -4.40
H -5.71 -3.87 -5.33
H -4.71 -3.33 -3.43
H -6.62 -2.78 -1.74
H -7.56 -3.24 -3.18
H -7.07 -0.83 -3.26
H -6.04 -1.61 -4.53
H -5.77 -1.13 -0.84
H -6.32 0.39 -1.43
H -4.63 0.23 -1.21
C 0.14 -3.91 2.67
O 1.54 -4.11 2.30
C 1.88 -5.49 2.22
C 3.42 -5.75 2.35
N 4.23 -5.80 1.05
C 4.17 -4.49 0.33
C 4.83 -4.61 -1.09
O 6.26 -4.74 -1.05
C 6.82 -4.64 -2.33
H -0.08 -4.64 3.44
H -0.51 -4.09 1.82
H -0.03 -2.95 3.15
H 1.56 -5.89 1.25
H 1.42 -6.10 2.99
H 3.56 -6.72 2.83
H 3.71 -5.17 3.23
H 5.19 -6.08 1.16
H 4.72 -3.78 0.94
H 3.10 -4.29 0.22
H 4.61 -3.67 -1.61
H 4.41 -5.42 -1.68
H 6.50 -5.39 -3.05
H 7.85 -4.76 -2.00
H 6.76 -3.59 -2.62
C -4.56 3.34 4.30
O -4.68 2.19 3.46
C -6.05 1.96 3.19
C -6.26 0.61 2.56
N -5.98 -0.51 3.43
C -5.82 -1.76 2.76
C -5.34 -2.83 3.69
O -4.06 -2.59 4.35
C -2.99 -2.19 3.41
H -4.78 4.29 3.80
H -3.53 3.37 4.65
H -5.21 3.36 5.17
H -6.41 2.68 2.46
H -6.65 2.03 4.10
H -5.78 0.45 1.59
H -7.34 0.58 2.39
H -5.23 -0.32 4.08
H -5.15 -1.62 1.91
H -6.79 -2.09 2.39
H -5.33 -3.74 3.09
H -6.04 -3.07 4.50
H -2.86 -2.96 2.65
H -2.04 -2.13 3.95
H -3.14 -1.21 2.94
C -1.96 -2.68 -1.96
O -1.33 -2.13 -0.81
C -2.14 -1.19 -0.13
C -1.24 -0.40 0.82
N -0.12 0.35 0.22
C -0.44 1.75 -0.08
C -0.42 2.70 1.14
O 0.95 2.81 1.61
C 1.12 3.68 2.72
H -1.18 -3.24 -2.47
H -2.41 -1.95 -2.65
H -2.74 -3.35 -1.60
H -2.87 -1.72 0.47
H -2.73 -0.59 -0.81
H -0.86 -0.96 1.67
H -1.90 0.34 1.28
H 0.04 -0.16 -0.64
H -1.39 1.80 -0.61
H 0.24 2.19 -0.81
H -1.13 2.41 1.91
H -0.75 3.69 0.84
H 2.17 3.64 3.02
H 0.56 3.28 3.56
H 0.93 4.71 2.43
*
```

HOMO: -7.9421 eV
LUMO level: 0.4 eV
Energy above the lowest of the compared OMol25 structures with the same formula, charge and spin: 278.0 kJ/mol
Gap between HOMO and LUMO: 8.3 eV
E: -167033.3734 eV

Look up the E of the fifth one. -77754.5690 eV

What is the formula in the fourth record? C18H27ClN2PbS

Among the records above, which one has the highest E? C5H5NO

What is the E in the first record? -9877.2000 eV